Entry 1
ORCA calculation (ωB97M-V/def2-TZVPD) on C5H8O in the gas phase.

Positions of all 14 atoms, in Å:
C1 -0.880 1.110 -0.946
C2 0.089 0.067 -0.457
C3 0.247 -1.180 -1.283
O1 0.123 -0.207 2.927
C4 0.708 0.195 0.690
C5 1.010 0.202 1.961
H1 -0.929 1.952 -0.255
H2 -0.634 1.485 -1.942
H3 -1.880 0.664 -1.012
H4 0.953 -1.870 -0.821
H5 0.605 -0.943 -2.288
H6 -0.713 -1.692 -1.401
H7 -0.717 -0.346 2.479
H8 1.950 0.503 2.401

Calculated values
* HOMO level: -8.6654 eV


Entry 2
ORCA calculation (ωB97M-V/def2-TZVPD) on C5H8O in the gas phase.

Positions of all 14 atoms, in Å:
O1 -1.475 -1.667 0.676
C1 -0.859 -0.889 1.371
C2 0.297 -0.058 0.854
C3 -0.018 1.222 0.010
C4 0.139 0.406 -1.288
C5 0.809 -0.705 -0.455
H1 -1.103 -0.830 2.451
H2 0.996 0.130 1.679
H3 -0.956 1.752 0.193
H4 0.814 1.925 0.120
H5 -0.818 0.087 -1.711
H6 0.737 0.853 -2.090
H7 0.361 -1.691 -0.594
H8 1.899 -0.704 -0.528

Calculated values
* HOMO level: -9.7958 eV


Q: Which of them is the most stable? A: entry 2.